{"formula": "C5H12N4O2", "method": "ωB97M-V/def2-TZVPD", "elements": ["C", "C", "C", "C", "C", "N", "N", "N", "N", "O", "O", "H", "H", "H", "H", "H", "H", "H", "H", "H", "H", "H", "H"], "xyz": [[0.6156, -0.4480, 1.1197], [-1.5002, 1.5977, -4.7897], [1.3932, -1.6799, 0.9529], [-1.8269, 0.4284, -4.0996], [1.3188, -0.3818, 3.3879], [-0.2377, 0.0211, 0.1514], [0.4929, 0.1178, 2.3183], [-0.2554, 1.1751, 2.5989], [-0.0071, 0.2071, -1.0197], [-1.3671, 2.6281, -5.2234], [-2.0308, 0.8635, -2.8531], [1.4545, -2.0210, -0.0514], [0.7999, -2.5461, 1.2363], [2.2181, -1.8877, 1.5376], [-2.8273, 0.1665, -4.5983], [-1.1254, -0.3873, -4.2233], [-1.3086, 0.6469, -2.0960], [0.8992, -1.3442, 3.7985], [2.3971, -0.5958, 3.1711], [1.3192, 0.3586, 4.2560], [-0.3723, 1.4160, 3.5833], [-1.0852, 1.4942, 2.0520], [1.0354, 0.1709, -1.2095]], "atomic_forces_ev_per_a": [[0.6, 0.8, 2.1], [1.2, 4.1, -2.4], [-2.1, -1.2, -0.8], [-1.6, -2.5, -0.3], [0.9, -0.6, 3.3], [-2.3, -0.1, 1.3], [0.5, -1.2, -2.3], [-1.7, 2.1, 0.4], [2.0, 0.5, -1.0], [-0.1, -1.7, 0.7], [0.6, 0.4, 4.1], [0.9, 0.5, -1.3], [-1.0, 0.0, 0.7], [2.2, 0.5, 0.8], [1.0, -0.2, 0.5], [0.2, -0.2, -0.5], [-1.2, 0.2, -2.2], [0.2, 0.9, -0.5], [-1.1, 0.6, -0.4], [-0.1, -0.9, -1.3], [0.4, -0.5, -0.3], [1.3, -1.1, -0.1], [-0.7, -0.3, -0.4]], "molar_mass_g_mol": 160.18, "total_charge": 2, "relative_energy_kcal_mol": 83.3, "e_tot_ha": -566.4175, "gap_ev": [8.1, 8.1]}